113
Properties=species:S:1:pos:R:3:forces:R:3:lowdin_charge:R:1 method="wB97M-V/def2-TZVPD" e_above_lowest_kcal_mol=11.8 molar_mass_g_mol=849.8 total_charge=0 homo_lumo_gap_ha=0.375 lumo_ha=-0.005 total_energy_ev=-85737.8234 smiles="C[C@H]1COC(=O)O1.C[C@H]1COC(=O)O1.C[C@H]1COC(=O)O1.C[C@H]1COC(=O)O1.C[C@H]1COC(=O)O1.COC(=O)OC.COC(=O)OC.COC(=O)OC.CCCC#N"
C -4.80180 7.11804 -11.30821 -1.817 1.294 -0.982 0.008
C -5.91182 7.23113 -10.20223 0.817 -0.737 -0.784 -0.282
C -6.20618 5.93064 -9.48470 0.452 -0.200 -0.004 -0.068
O -6.40051 6.36744 -8.14367 -1.192 -3.050 0.868 0.116
C -5.95721 7.55424 -7.98324 0.004 4.050 2.538 -0.651
O -5.96523 8.26645 -6.99696 -0.043 -1.725 -0.310 0.127
O -5.57106 8.06828 -9.11513 1.799 1.333 -2.182 0.104
H -3.75468 7.00659 -11.05851 -0.047 -0.057 0.935 0.082
H -4.90479 8.08466 -11.85120 0.428 -0.672 0.123 0.067
H -5.02339 6.33687 -12.07356 -0.267 0.510 0.787 0.060
H -6.84532 7.68353 -10.55757 0.238 -0.294 -0.735 0.149
H -5.35715 5.23773 -9.50731 -0.268 0.010 -0.062 0.148
H -7.11507 5.46285 -9.81727 -0.194 -0.423 -0.141 0.120
C -3.27835 4.81909 -13.33897 -0.521 0.068 0.190 -0.021
C -2.34237 3.84075 -14.09264 -0.709 1.642 1.462 -0.240
C -0.87608 4.26819 -14.34674 -1.059 -0.932 0.817 -0.035
O -0.17462 3.09926 -13.87088 1.594 0.942 -1.317 0.089
C -0.97967 2.26113 -13.25967 3.390 -4.362 3.239 -0.627
O -0.61293 1.26019 -12.60277 -0.713 2.846 -2.282 0.088
O -2.18644 2.62925 -13.31678 -4.198 1.316 -0.960 0.121
H -3.46781 5.70490 -13.94517 0.061 -0.029 -0.352 0.087
H -2.99332 5.22246 -12.36956 0.812 -0.404 0.063 0.068
H -4.29000 4.40185 -13.12634 0.739 -0.183 -0.462 0.074
H -2.87581 3.72650 -15.02094 0.060 -1.070 -0.481 0.129
H -0.52983 5.10028 -13.76241 -0.034 0.451 0.337 0.128
H -0.74984 4.48556 -15.39291 0.563 -0.327 -0.389 0.130
C -5.84955 10.95956 -17.93758 1.491 -1.565 1.608 0.011
C -5.39820 9.45829 -17.76531 -0.830 -0.264 -0.583 -0.253
C -6.02961 8.45813 -18.78823 1.273 -1.439 0.897 -0.045
O -4.92968 8.23367 -19.72062 -0.545 -0.045 -1.539 0.049
C -3.76577 8.65065 -19.24866 3.367 0.616 -1.753 -0.518
O -2.62520 8.55754 -19.80662 -5.016 0.113 2.512 0.068
O -4.00957 9.29808 -18.10071 1.188 0.796 1.062 0.056
H -5.31313 11.59252 -17.24500 0.843 0.036 0.065 0.071
H -6.81593 11.19544 -17.59942 -1.809 -0.507 0.186 0.054
H -5.72148 11.33948 -18.90597 0.297 0.267 -1.522 0.069
H -5.55541 9.04865 -16.74171 0.218 0.709 -0.753 0.127
H -6.93623 8.86054 -19.26952 0.572 -0.476 -0.101 0.131
H -6.08683 7.39086 -18.38260 -0.933 1.724 0.020 0.137
C -9.63261 8.97772 -16.86771 0.178 0.074 0.020 0.008
C -8.68785 8.91581 -15.66467 -0.497 0.151 -0.032 -0.317
C -9.23750 8.23227 -14.41106 -2.133 -0.510 -1.328 -0.090
O -8.08881 7.78656 -13.76833 0.500 0.142 2.114 0.055
C -7.09210 7.72424 -14.62384 2.551 -1.373 -1.413 -0.569
O -6.01575 7.18495 -14.45825 -1.539 1.002 0.526 0.134
O -7.45283 8.23635 -15.80759 0.239 -0.406 -0.706 0.079
H -9.99886 7.95240 -17.18502 0.193 1.363 0.374 0.098
H -9.25814 9.56901 -17.75131 0.076 -0.905 0.918 0.093
H -10.40114 9.66079 -16.44533 -0.297 -0.842 -0.498 0.093
H -8.40053 9.90732 -15.39317 0.046 1.042 0.159 0.124
H -9.78573 7.28200 -14.68076 0.049 1.206 0.194 0.117
H -9.88286 8.91100 -13.80904 0.677 -0.773 -0.188 0.120
C -5.51756 1.85263 -14.58735 1.090 -0.897 1.085 -0.016
C -6.01742 2.23074 -16.00510 0.436 0.133 2.382 -0.244
C -7.43107 2.85445 -16.01127 -0.709 -1.000 -0.479 -0.081
O -7.18804 4.23693 -16.18476 -1.363 -0.469 0.972 0.058
C -5.91365 4.42411 -16.45607 0.303 3.916 -1.989 -0.617
O -5.54874 5.52263 -16.82477 0.442 -1.327 0.610 0.127
O -5.20754 3.33556 -16.42192 1.016 -0.991 -0.253 0.105
H -6.10750 1.06577 -14.12018 -0.742 0.108 -0.159 0.076
H -5.47452 2.68290 -13.81775 -0.291 -0.623 -1.230 0.079
H -4.51319 1.31726 -14.49707 -0.871 1.141 -0.857 0.108
H -5.89784 1.43357 -16.72469 -0.001 -0.180 -0.060 0.151
H -8.07221 2.65869 -15.11833 0.751 0.185 -0.560 0.138
H -7.96286 2.52186 -16.91629 -0.077 -0.036 0.386 0.137
C -3.75934 10.54075 -14.37558 -0.514 0.645 -1.434 -0.009
O -4.48586 10.38046 -13.17635 -2.208 -1.078 2.215 0.023
C -5.79280 10.50168 -13.13532 -6.021 2.982 -5.017 -0.387
O -6.54307 10.96337 -14.18997 4.194 -2.659 5.000 -0.045
O -6.48252 10.24860 -11.97208 3.927 -1.072 -0.840 -0.023
C -7.84136 10.54182 -11.79074 -1.472 0.341 -2.870 -0.053
H -2.77382 10.70381 -14.01082 0.889 -0.210 -0.184 0.097
H -4.10327 11.41426 -14.90129 -0.139 0.692 0.067 0.086
H -3.87165 9.76842 -15.15067 0.093 -0.462 0.933 0.105
H -7.98232 10.81417 -10.78084 -0.028 0.171 1.079 0.089
H -8.58886 9.73819 -12.10445 1.460 0.479 0.535 0.100
H -8.05380 11.37516 -12.47878 -0.208 0.008 0.497 0.091
C -8.06090 4.76177 -13.12179 2.574 0.293 -0.483 -0.031
O -8.73987 3.62285 -12.61598 -1.176 -0.924 0.115 0.012
C -8.18209 2.77777 -11.77943 7.210 -0.557 2.741 -0.417
O -6.87163 2.89826 -11.37574 -7.378 -0.639 -2.153 -0.038
O -8.99122 1.75986 -11.38807 -0.295 2.966 -3.067 -0.001
C -8.57327 0.78045 -10.51043 1.731 0.764 2.237 -0.061
H -7.68735 5.41651 -12.35065 -0.472 0.209 0.670 0.084
H -8.67455 5.32411 -13.82016 -0.454 -0.481 0.240 0.082
H -7.08745 4.54543 -13.64835 -1.145 -0.465 0.329 0.101
H -8.65593 1.23707 -9.52373 0.163 -0.339 0.303 0.108
H -7.54482 0.48611 -10.64091 0.405 0.041 -0.304 0.097
H -9.18412 -0.07507 -10.52313 -1.102 -0.782 -0.586 0.083
C -11.38247 11.12313 -13.25529 -0.735 1.307 1.567 -0.032
O -12.03251 9.91585 -13.54648 0.351 -1.227 -0.109 -0.018
C -13.29863 9.69346 -13.28050 -5.389 5.642 2.954 -0.443
O -14.27273 10.64199 -12.87972 6.239 -5.517 -2.609 -0.054
O -13.52037 8.41574 -13.34975 0.868 0.407 -1.306 -0.015
C -14.83409 7.97584 -13.16022 -1.250 -1.422 -0.443 -0.033
H -10.31049 11.05965 -13.34456 0.224 -0.540 -0.686 0.067
H -11.53002 11.44264 -12.20850 -0.353 -0.312 -0.334 0.119
H -11.82080 11.86491 -13.87764 0.040 0.911 -0.546 0.096
H -14.89877 7.90079 -12.10297 -0.785 -0.536 0.891 0.097
H -15.01608 7.01327 -13.70828 0.710 0.696 0.750 0.109
H -15.59261 8.63928 -13.52513 -0.032 0.786 -0.136 0.093
C -11.87697 5.81264 -14.21735 -0.461 0.407 -0.838 -0.086
C -11.46644 5.34385 -15.63404 -2.111 0.533 0.596 -0.246
C -12.54856 5.74757 -16.67085 0.988 -0.135 -0.171 -0.182
C -13.89738 5.26890 -16.40227 1.305 0.197 -0.174 -0.246
N -14.94347 4.86154 -16.21886 -1.278 -0.398 0.321 0.155
H -12.89429 5.38199 -13.98997 1.048 0.548 -0.021 0.089
H -11.93992 6.94625 -14.25457 -0.029 -1.454 0.422 0.073
H -11.16022 5.47749 -13.45892 -0.209 0.189 -0.057 0.066
H -11.35873 4.29602 -15.72329 0.196 -1.297 0.303 0.095
H -10.55915 5.76868 -15.97354 1.081 0.583 -0.249 0.066
H -12.20818 5.33020 -17.63522 -0.414 0.454 0.161 0.128
H -12.57768 6.83362 -16.70678 -0.078 0.163 -0.314 0.111

=====

109
Properties=species:S:1:pos:R:3:forces:R:3:lowdin_charge:R:1 method="wB97M-V/def2-TZVPD" e_above_lowest_kcal_mol=85.3 molar_mass_g_mol=756.9 total_charge=0 homo_lumo_gap_ha=0.174 lumo_ha=-0.141 total_energy_ev=-71589.5419
C -5.21693 1.04152 -3.24650 -1.920 -2.926 -2.605 -0.059
C -3.84993 1.17952 -2.59050 -0.430 -2.831 0.424 -0.436
C -3.17693 2.48652 -2.85050 1.484 -1.332 -0.985 -0.102
C -1.87693 2.73152 -2.10150 -1.413 3.132 -0.278 -0.180
C -2.07893 2.77952 -0.66050 -4.339 1.774 3.121 -0.113
C -2.98993 1.57452 -0.08250 1.358 -0.590 1.393 -0.384
N -3.97393 1.05152 -1.05050 -4.150 -2.713 0.886 0.051
O -5.00593 0.44552 -0.61250 4.586 2.728 -1.752 0.171
C -3.70893 1.98052 1.24450 4.290 1.000 0.836 0.002
C -1.98493 0.32352 0.24250 1.906 1.782 -2.968 0.037
C -3.04793 -0.08848 -3.15550 1.267 1.225 2.280 0.018
H -5.89493 1.71052 -2.77450 -0.612 1.588 -0.672 0.051
H -6.02193 0.04052 -3.15050 3.369 2.122 0.121 0.170
H -4.99493 1.01852 -4.48750 -0.974 0.828 3.600 0.175
H -3.76393 3.31752 -2.73650 -2.077 1.922 0.611 0.105
H -3.14693 2.33052 -3.91850 1.118 0.795 -0.669 0.130
H -1.38493 3.69952 -2.30550 -0.423 -0.397 -0.700 0.147
H -1.21693 2.03652 -2.26150 3.905 -4.025 -1.648 0.050
H -2.85893 3.63852 -0.57950 1.159 -0.886 0.344 0.140
H -1.27393 3.13752 0.07150 -0.768 -1.262 -1.279 0.162
H -4.03993 2.98752 1.15850 -0.557 0.899 -0.266 0.063
H -2.80093 2.07752 2.04450 -2.280 -0.510 -1.683 0.142
H -4.48493 1.39852 1.64150 -0.729 -1.241 0.257 0.062
H -2.52293 -0.60348 0.48850 0.515 0.520 0.414 0.083
H -1.20093 0.84252 0.89550 -1.368 -1.381 -0.195 0.104
H -1.32193 0.17452 -0.75450 -1.579 -0.062 2.254 0.109
H -2.65193 0.01952 -4.18950 -0.553 -0.005 0.866 0.113
H -3.56593 -0.97548 -2.88450 -1.266 -0.773 -0.810 0.074
H -2.26393 -0.27048 -2.41650 0.945 0.383 -0.742 0.047
N 1.73607 0.12352 0.93450 -4.309 7.291 -1.180 -0.505
O 1.17307 -0.67348 1.60450 0.733 -3.034 3.049 -0.017
O 1.99807 1.39252 1.44250 1.143 -3.096 -0.289 -0.174
O 1.41807 0.16452 -0.27150 1.940 -0.819 -1.726 -0.082
C 0.31207 -3.12348 -3.53750 1.746 5.949 1.392 -0.055
C 0.78707 -1.60348 -3.14450 -2.136 -0.074 -5.149 0.043
C 0.55307 -0.50148 -4.19050 -1.173 -3.744 -0.443 0.039
C 0.02307 -0.89448 -5.61850 -2.143 -5.250 4.297 -0.143
C -0.53793 -2.33248 -5.84750 3.287 1.559 1.043 0.075
C -0.18693 -3.41248 -4.75550 -1.683 0.788 -3.938 -0.108
N -0.36893 0.10652 -6.53150 2.327 4.414 -4.310 -0.318
O -0.50693 -0.16048 -7.78950 -0.403 -0.049 4.265 0.017
O -0.20493 1.36152 -6.20350 -1.192 -4.042 -0.113 -0.020
H 0.39207 -3.73248 -2.65850 0.193 -0.866 -0.259 0.056
H 1.29607 -1.42448 -2.17950 -0.609 0.165 -0.673 0.054
H 0.51407 0.61052 -4.08550 0.889 -1.209 0.432 0.085
H -0.95493 -2.61148 -6.92950 0.915 0.632 2.806 0.134
H -0.38793 -4.50148 -5.06450 0.005 1.887 0.651 0.117
C 1.79507 -5.11748 0.54650 -5.504 4.707 -2.233 -0.059
C 1.62107 -3.65748 0.08850 -7.208 -3.727 0.338 0.008
C 0.22407 -3.18448 -0.19750 -0.673 -1.273 0.281 -0.005
C -1.01993 -4.20448 -0.12950 6.356 -2.135 0.043 -0.098
C -0.66293 -5.66748 0.02150 2.874 5.008 2.130 0.090
C 0.74607 -6.01248 0.60650 -2.489 -0.224 -1.696 -0.051
N -2.34293 -3.77448 -0.52950 0.868 -1.304 -0.698 -0.359
O -3.20693 -4.65148 -0.55950 0.360 1.700 0.020 0.083
O -2.42093 -2.60748 -0.91150 -1.047 -0.492 0.321 0.012
H 2.69707 -5.44948 0.74050 4.468 -1.363 1.252 0.036
H 2.35407 -2.95848 0.00650 2.235 1.620 -0.114 0.042
H -0.09593 -2.04848 -0.53950 1.342 -3.195 1.231 0.118
H -1.41493 -6.36948 -0.17150 -0.827 -1.085 0.131 0.069
H 0.99607 -7.07848 0.97550 -0.830 1.852 -0.896 0.127
C 6.10807 -0.84648 4.23350 -3.498 -1.627 -3.059 -0.302
O 6.22307 -1.96048 4.69050 -0.096 0.209 0.004 0.026
N 5.19007 -0.44248 3.23250 0.140 -0.328 0.443 -0.181
C 5.08607 0.90052 2.63650 -1.278 -0.414 1.377 -0.066
C 4.26207 -1.37748 2.62150 -1.902 0.276 3.406 -0.069
H 6.66807 -0.02848 4.42050 2.458 2.782 1.388 0.087
H 4.07007 1.38052 2.82050 0.670 -1.310 -1.141 0.093
H 5.45207 0.82252 1.62550 -0.436 0.453 -0.521 0.086
H 5.62207 1.62952 3.16750 1.766 0.656 0.817 0.052
H 4.72807 -2.34148 2.65150 -0.393 -0.894 0.671 0.076
H 4.10807 -1.20748 1.62150 -0.075 1.026 -2.572 0.030
H 3.14207 -1.24048 3.08650 2.744 -0.879 -0.805 0.136
C -0.37793 2.27452 3.70550 -4.424 1.226 3.963 -0.246
O -1.26393 1.65752 4.42850 3.247 2.108 -2.496 -0.079
N -0.12693 3.62952 3.81650 0.572 0.296 -1.436 -0.132
C 0.96507 4.29852 2.98850 0.645 0.846 2.625 -0.037
C -0.79093 4.48452 4.82450 1.601 -1.312 -3.968 -0.014
H 0.10807 1.84952 2.89950 1.462 -1.342 -1.639 0.073
H 1.93207 3.97452 3.38550 0.203 0.792 1.497 0.076
H 0.95607 5.47052 2.97950 -0.449 -2.541 -0.114 0.125
H 1.30707 3.82452 2.11950 -1.427 -0.600 -2.516 0.019
H -1.74693 4.21852 4.85550 -3.917 -2.183 1.145 0.046
H -0.97593 5.43952 4.48050 0.833 2.432 -1.061 0.069
H -0.26093 4.45652 5.66350 1.724 0.032 3.841 0.060
C 3.58607 1.66552 -1.95850 3.029 -1.360 -5.557 -0.326
O 4.14507 0.90852 -2.81950 -1.686 1.443 2.040 -0.059
N 3.20107 2.89452 -2.27950 -2.442 2.084 -1.919 -0.092
C 2.39607 3.74852 -1.36650 -0.122 -1.718 0.882 -0.053
C 3.23707 3.47852 -3.76450 3.715 1.824 8.576 0.068
H 3.66707 1.45352 -0.96350 -0.602 -0.668 2.964 0.083
H 1.60807 4.27352 -1.89550 -0.566 -0.534 0.098 0.070
H 3.03707 4.48052 -1.08550 2.070 2.910 0.634 0.033
H 2.16207 3.38452 -0.29950 -0.257 -0.657 -2.085 0.100
H 2.93407 2.92352 -4.43750 -2.889 -6.350 -6.029 -0.010
H 4.22807 3.75452 -3.97650 1.456 0.217 -0.137 0.084
H 2.67307 4.31752 -3.84250 -1.806 2.661 0.576 0.048
C -1.87093 -4.27448 4.56350 -1.385 -5.263 -3.266 -0.333
O -1.94193 -5.28648 3.76650 -0.036 2.679 2.499 -0.081
N -1.14293 -3.25348 4.31050 2.231 5.014 1.351 -0.181
C -0.92093 -2.12848 5.30350 -0.829 -0.064 -0.015 -0.033
C -0.27093 -3.02348 3.20750 3.143 -1.044 -2.735 -0.079
H -2.48193 -4.19048 5.44450 -0.254 -0.133 0.710 0.126
H -1.82493 -1.76048 5.83650 0.331 -1.574 0.561 0.094
H -0.86693 -1.17948 4.78650 1.065 0.007 -0.850 0.057
H 0.00607 -2.32548 5.91050 -1.197 0.316 -0.416 0.111
H -0.64793 -2.34248 2.41850 -0.296 0.080 0.815 0.066
H -0.06693 -3.98448 2.53350 -0.263 1.718 2.079 0.102
H 0.76907 -2.49248 3.55350 -2.501 -1.647 -0.743 0.132